(1)
Formula: C2HNO2S
Source: the OMol25 dataset
Level of theory: the ωB97M-V functional and the def2-TZVPD basis

Gap between HOMO and LUMO (alpha / beta) in eV: 6.2724 / 6.3021

```
7
C2HNO2S (the ωB97M-V functional and the def2-TZVPD basis)
C -0.51 -0.81 1.49
C 0.01 0.16 0.79
N -1.16 -1.66 1.89
O 0.33 1.25 0.58
O -0.25 -0.57 -1.30
S 0.23 0.69 -2.01
H 1.36 0.95 -1.44
```

=====

(2)
Formula: C2HNO2S
Source: the OMol25 dataset
Level of theory: the ωB97M-V functional and the def2-TZVPD basis

Gap between HOMO and LUMO (alpha / beta) in eV: 8.3436 / 6.3921

```
7
C2HNO2S (the ωB97M-V functional and the def2-TZVPD basis)
C -1.36 -0.22 0.98
C -0.52 0.17 0.08
N 1.92 -0.05 -1.00
O -2.11 -0.52 1.83
O -0.33 1.06 -0.73
S 1.36 -0.95 0.11
H 1.05 0.52 -1.27
```

=====

(3)
Formula: C2HNO2S
Source: the OMol25 dataset
Level of theory: the ωB97M-V functional and the def2-TZVPD basis

Structure (SMILES): O=C1NSC1=O
Gap between HOMO and LUMO in eV: 9.1427

```
7
C2HNO2S (the ωB97M-V functional and the def2-TZVPD basis)
C 0.18 0.78 -0.25
C 0.92 -0.62 0.22
N -1.21 0.00 -0.48
O 0.48 1.87 -0.50
O 1.98 -0.77 0.80
S -0.53 -1.58 -0.11
H -1.82 0.32 0.32
```

=====

Short version: (1) is the least stable of them.

=====

(1)
Formula: C39H99N5O13
Source: the OMol25 dataset
Level of theory: the ωB97M-V functional and the def2-TZVPD basis

Structure (SMILES): COCCNCCOC.COCCNCCOC.COCCNCCOC.COCCNCCOC.COCCNCCOC.CC(C)O.CC(C)O.CC(C)O
Gap between HOMO and LUMO in eV: 8.9525

```
156
C39H99N5O13 (the ωB97M-V functional and the def2-TZVPD basis)
C -6.86 7.74 6.17
O -6.18 6.42 5.99
C -6.20 5.74 7.26
C -5.17 4.52 7.41
N -3.89 5.18 7.07
C -2.80 4.21 6.99
C -1.58 5.01 6.47
O -1.67 5.48 5.14
C -1.55 4.52 4.11
H -6.81 8.25 5.21
H -6.39 8.39 6.91
H -7.87 7.81 6.58
H -7.22 5.40 7.45
H -5.99 6.45 8.06
H -5.46 3.80 6.64
H -5.05 4.09 8.40
H -4.04 5.66 6.20
H -3.04 3.24 6.55
H -2.52 3.96 8.02
H -0.79 4.26 6.39
H -1.23 5.80 7.13
H -0.54 4.29 3.77
H -1.85 4.98 3.16
H -2.23 3.67 4.15
C 6.66 -1.02 5.90
O 5.91 -0.87 4.73
C 6.69 0.09 3.87
C 6.02 0.37 2.49
N 5.74 -0.91 1.77
C 6.94 -1.36 1.01
C 6.70 -2.57 0.13
O 7.87 -2.62 -0.70
C 8.08 -3.88 -1.24
H 6.69 -0.11 6.49
H 7.71 -1.30 5.78
H 6.35 -1.82 6.57
H 7.67 -0.35 3.68
H 6.75 1.03 4.41
H 6.67 0.96 1.85
H 5.04 0.85 2.50
H 5.57 -1.56 2.53
H 7.80 -1.48 1.68
H 7.17 -0.56 0.32
H 5.77 -2.54 -0.44
H 6.59 -3.46 0.75
H 7.25 -4.30 -1.82
H 8.27 -4.64 -0.49
H 8.92 -3.77 -1.92
C -5.38 -2.13 -2.88
O -5.51 -1.60 -4.13
C -5.59 -0.25 -4.05
C -5.83 0.34 -5.43
N -7.24 0.42 -5.98
C -8.25 0.76 -5.01
C -9.62 0.74 -5.59
O -10.33 -0.42 -5.44
C -11.63 -0.29 -6.01
H -4.42 -1.81 -2.48
H -5.28 -3.20 -3.00
H -6.17 -1.94 -2.15
H -4.73 0.19 -3.55
H -6.33 0.05 -3.31
H -5.39 -0.18 -6.28
H -5.48 1.37 -5.46
H -7.30 -0.49 -6.41
H -8.08 1.79 -4.70
H -8.27 0.21 -4.07
H -9.49 1.05 -6.63
H -10.25 1.48 -5.11
H -12.07 -1.24 -6.31
H -11.60 0.16 -7.01
H -12.40 0.11 -5.36
C 0.21 0.59 -12.75
O -0.15 -0.34 -11.74
C 0.03 -1.74 -12.01
C -0.15 -2.50 -10.67
N 0.99 -2.14 -9.81
C 1.03 -3.02 -8.64
C 2.40 -2.87 -8.07
O 2.37 -3.41 -6.75
C 3.59 -3.47 -6.10
H -0.15 0.33 -13.75
H 1.28 0.61 -12.92
H -0.22 1.59 -12.63
H 1.06 -1.80 -12.35
H -0.60 -2.14 -12.81
H -0.14 -3.55 -10.98
H -1.13 -2.33 -10.23
H 1.14 -1.17 -9.57
H 0.88 -4.09 -8.79
H 0.37 -2.67 -7.85
H 2.68 -1.82 -7.92
H 3.21 -3.40 -8.57
H 4.33 -4.06 -6.65
H 3.48 -4.02 -5.16
H 3.90 -2.44 -5.90
C 2.70 1.75 15.55
O 1.75 1.04 14.77
C 1.08 1.95 13.83
C 0.27 1.12 12.82
N 1.11 0.80 11.61
C 0.55 -0.26 10.76
C 1.40 -0.59 9.49
O 0.92 -1.73 8.85
C 1.00 -1.63 7.41
H 3.26 2.57 15.10
H 3.32 1.03 16.09
H 2.02 2.20 16.27
H 1.76 2.73 13.47
H 0.32 2.47 14.41
H -0.63 1.65 12.49
H 0.07 0.24 13.43
H 2.02 0.68 12.03
H -0.46 -0.10 10.39
H 0.50 -1.10 11.45
H 2.42 -0.77 9.81
H 1.29 0.27 8.83
H 0.51 -2.48 6.94
H 2.06 -1.51 7.20
H 0.63 -0.63 7.16
C 3.43 2.82 -5.58
C 4.50 3.72 -6.17
C 4.41 3.93 -7.70
O 4.38 4.99 -5.52
H 3.32 3.08 -4.52
H 3.77 1.81 -5.79
H 2.50 2.94 -6.14
H 5.45 3.24 -5.92
H 4.27 4.95 -8.08
H 3.77 3.34 -8.36
H 5.41 3.72 -8.08
H 3.46 5.24 -5.60
C 0.50 -7.01 -2.63
C 0.30 -7.65 -3.98
C -0.78 -7.02 -4.89
O 1.47 -7.57 -4.73
H 1.44 -7.27 -2.16
H -0.33 -7.32 -1.99
H 0.47 -5.92 -2.67
H 0.13 -8.73 -4.03
H -1.46 -6.43 -4.28
H -1.50 -7.81 -5.14
H -0.47 -6.46 -5.77
H 1.82 -6.67 -4.79
C 0.54 0.35 0.35
C 0.41 -1.02 -0.45
C 0.62 -0.67 -1.93
O 1.36 -2.03 0.01
H 0.35 0.21 1.41
H -0.21 1.01 -0.08
H 1.50 0.87 0.31
H -0.55 -1.50 -0.27
H 0.66 -1.49 -2.65
H 1.50 -0.06 -2.13
H -0.15 -0.02 -2.35
H 2.20 -1.58 0.08
```

=====

(2)
Formula: C39H99N5O13
Source: the OMol25 dataset
Level of theory: the ωB97M-V functional and the def2-TZVPD basis

Structure (SMILES): COCCNCCOC.COCCNCCOC.COCCNCCOC.COCCNCCOC.COCCNCCOC.CC(C)O.CC(C)O.CC(C)O
Gap between HOMO and LUMO in eV: 9.0952

```
156
C39H99N5O13 (the ωB97M-V functional and the def2-TZVPD basis)
C 9.07 1.16 -40.30
O 8.67 -0.11 -39.98
C 7.27 -0.14 -39.83
C 6.86 -1.38 -39.08
N 7.62 -1.38 -37.81
C 7.42 -2.59 -37.02
C 8.37 -2.58 -35.84
O 9.75 -2.61 -36.20
C 10.17 -3.85 -36.64
H 10.15 1.13 -40.41
H 8.81 1.90 -39.53
H 8.61 1.60 -41.20
H 6.79 -0.09 -40.81
H 6.92 0.74 -39.27
H 7.16 -2.24 -39.70
H 5.81 -1.39 -38.82
H 8.60 -1.27 -38.05
H 7.38 -3.52 -37.60
H 6.42 -2.50 -36.56
H 8.19 -3.53 -35.30
H 8.20 -1.76 -35.15
H 10.44 -4.55 -35.83
H 11.17 -3.73 -37.09
H 9.59 -4.29 -37.44
C 6.71 -6.84 -32.00
O 7.81 -7.15 -32.81
C 8.98 -7.05 -32.05
C 10.13 -7.40 -32.94
N 9.96 -8.74 -33.58
C 10.47 -9.80 -32.70
C 10.49 -11.17 -33.33
O 11.27 -11.96 -32.46
C 11.12 -13.36 -32.62
H 6.70 -5.78 -31.72
H 6.64 -7.39 -31.05
H 5.75 -7.06 -32.47
H 8.93 -7.74 -31.21
H 9.08 -6.01 -31.71
H 11.06 -7.42 -32.37
H 10.27 -6.71 -33.78
H 8.95 -8.84 -33.67
H 9.95 -9.81 -31.74
H 11.52 -9.56 -32.51
H 10.89 -11.16 -34.36
H 9.47 -11.58 -33.44
H 11.33 -13.72 -33.63
H 10.09 -13.70 -32.40
H 11.83 -13.83 -31.94
C 10.67 -9.14 -41.70
O 12.04 -9.25 -42.07
C 12.77 -8.05 -41.85
C 14.19 -8.20 -42.34
N 14.46 -7.96 -43.80
C 13.72 -6.87 -44.40
C 14.01 -6.74 -45.89
O 13.08 -7.48 -46.68
C 13.34 -7.34 -48.04
H 10.59 -8.98 -40.61
H 10.20 -10.11 -41.88
H 10.09 -8.38 -42.23
H 12.75 -7.72 -40.79
H 12.26 -7.18 -42.32
H 14.60 -9.20 -42.21
H 14.84 -7.50 -41.80
H 14.26 -8.86 -44.21
H 14.07 -5.94 -43.94
H 12.63 -6.86 -44.25
H 15.06 -7.06 -46.05
H 13.94 -5.68 -46.20
H 12.92 -8.18 -48.60
H 14.41 -7.42 -48.26
H 12.88 -6.45 -48.48
C 20.19 -11.70 -39.90
O 18.84 -11.84 -40.17
C 18.41 -13.18 -40.29
C 16.90 -13.17 -40.30
N 16.41 -12.81 -39.00
C 14.98 -12.98 -38.83
C 14.65 -12.95 -37.35
O 13.23 -12.80 -37.22
C 12.76 -12.88 -35.89
H 20.83 -12.33 -40.56
H 20.45 -12.05 -38.89
H 20.53 -10.69 -40.09
H 18.77 -13.70 -39.39
H 18.83 -13.69 -41.17
H 16.62 -14.20 -40.55
H 16.53 -12.54 -41.11
H 16.73 -11.92 -38.64
H 14.59 -13.91 -39.24
H 14.41 -12.15 -39.27
H 15.10 -12.07 -36.85
H 14.92 -13.86 -36.79
H 13.02 -13.84 -35.43
H 11.66 -12.87 -35.91
H 13.13 -12.02 -35.32
C 2.21 -0.59 -33.17
O 2.51 -1.31 -34.37
C 3.75 -0.91 -34.92
C 4.14 -1.92 -35.98
N 4.91 -3.01 -35.39
C 5.01 -4.15 -36.26
C 5.84 -5.26 -35.63
O 5.79 -6.41 -36.44
C 7.04 -7.10 -36.48
H 3.06 -0.42 -32.52
H 1.40 -1.11 -32.67
H 1.83 0.40 -33.49
H 4.48 -0.70 -34.14
H 3.57 0.04 -35.45
H 4.73 -1.45 -36.76
H 3.16 -2.27 -36.34
H 4.47 -3.18 -34.49
H 5.45 -3.92 -37.23
H 3.99 -4.51 -36.45
H 5.44 -5.49 -34.64
H 6.87 -4.87 -35.57
H 6.98 -7.89 -37.20
H 7.27 -7.44 -35.46
H 7.83 -6.35 -36.67
C 15.40 -8.98 -36.00
C 16.54 -8.90 -34.97
C 17.85 -9.50 -35.48
O 16.75 -7.54 -34.59
H 14.65 -8.23 -35.76
H 15.00 -10.01 -35.96
H 15.79 -8.86 -37.01
H 16.21 -9.46 -34.09
H 18.68 -8.80 -35.54
H 17.85 -10.07 -36.41
H 18.20 -10.22 -34.72
H 16.83 -7.03 -35.41
C 9.57 -13.00 -38.54
C 10.34 -14.11 -39.21
C 11.24 -13.64 -40.37
O 11.18 -14.79 -38.23
H 9.17 -13.29 -37.58
H 8.75 -12.68 -39.19
H 10.20 -12.12 -38.37
H 9.75 -14.95 -39.58
H 10.95 -12.63 -40.69
H 10.97 -14.18 -41.28
H 12.30 -13.68 -40.19
H 11.73 -14.16 -37.76
C 10.59 -7.32 -36.99
C 10.55 -8.71 -37.58
C 11.96 -9.22 -37.73
O 9.76 -9.58 -36.79
H 9.59 -6.89 -36.91
H 11.20 -6.71 -37.65
H 11.01 -7.27 -35.98
H 10.02 -8.70 -38.54
H 12.07 -10.26 -38.06
H 12.55 -9.11 -36.81
H 12.55 -8.64 -38.45
H 10.06 -9.41 -35.87
```

=====

Short version: (1) is the least stable of them.

=====

(1)
Formula: C2H5N2S
Source: the OMol25 dataset
Level of theory: the ωB97M-V functional and the def2-TZVPD basis

Net charge: +1
Gap between HOMO and LUMO in eV: 7.5433

```
10
C2H5N2S (the ωB97M-V functional and the def2-TZVPD basis)
C -0.76 0.45 0.08
C -1.81 0.54 -0.85
N -0.61 1.16 1.05
N 0.86 -0.68 -0.28
S -2.21 -0.16 -2.26
H -2.38 1.52 -0.70
H -0.21 1.27 1.90
H 0.68 -1.03 -1.32
H 0.78 -1.44 0.30
H 1.69 -0.12 -0.08
```

=====

(2)
Formula: C2H5N2S
Source: the OMol25 dataset
Level of theory: the ωB97M-V functional and the def2-TZVPD basis

Net charge: +1
Structure (SMILES): [H]/N=C(\[NH3+])C=S
Gap between HOMO and LUMO in eV: 7.8045

```
10
C2H5N2S (the ωB97M-V functional and the def2-TZVPD basis)
C -0.07 0.58 0.06
C 1.47 0.61 -0.07
N -0.81 1.52 0.18
N -0.73 -1.11 -0.06
S 2.84 -0.30 0.16
H 1.61 1.67 -0.54
H -1.84 1.55 0.40
H -1.66 -1.37 -0.29
H -0.60 -1.46 0.85
H -0.20 -1.69 -0.68
```

=====

(3)
Formula: C2H5N2S
Source: the OMol25 dataset
Level of theory: the ωB97M-V functional and the def2-TZVPD basis

Net charge: +1
Gap between HOMO and LUMO in eV: 11.1369

```
10
C2H5N2S (the ωB97M-V functional and the def2-TZVPD basis)
C 0.07 0.46 0.36
C -0.96 -0.85 -0.90
N 0.40 -0.47 -0.51
N 0.79 1.19 1.16
S -1.68 0.33 0.25
H -1.03 -0.60 -2.03
H -1.13 -1.84 -0.68
H 1.42 -0.80 -0.61
H 1.80 0.95 1.10
H 0.32 1.64 1.86
```

=====

Short version: (1) is the least stable of them.

=====

(1)
Formula: C2H5N2S
Source: the OMol25 dataset
Level of theory: the ωB97M-V functional and the def2-TZVPD basis

Net charge: +1
Gap between HOMO and LUMO in eV: 9.7994

```
10
C2H5N2S (the ωB97M-V functional and the def2-TZVPD basis)
C -1.08 0.94 0.11
C 0.09 -1.25 0.14
N 1.23 1.50 -0.13
N 0.07 1.48 -0.03
S 1.71 -0.68 0.00
H -1.87 0.84 -0.64
H -1.38 0.99 1.26
H -0.26 -1.24 1.25
H -0.51 -1.67 -0.71
H 2.00 -0.91 -1.23
```

=====

(2)
Formula: C2H5N2S
Source: the OMol25 dataset
Level of theory: the ωB97M-V functional and the def2-TZVPD basis

Net charge: +1
Gap between HOMO and LUMO in eV: 9.0064

```
10
C2H5N2S (the ωB97M-V functional and the def2-TZVPD basis)
C 1.04 -0.57 0.63
C 0.57 0.09 -0.59
N 1.50 -0.44 1.76
N -1.40 0.62 -0.52
S 0.80 -1.55 -0.94
H 0.58 1.10 -0.93
H 1.93 -1.23 2.39
H -1.93 -0.22 -0.44
H -1.43 0.92 -1.49
H -1.67 1.28 0.12
```

=====

Short version: (1) is the least stable of them.

=====

(1)
Formula: C6H15N2
Source: the OMol25 dataset
Level of theory: the ωB97M-V functional and the def2-TZVPD basis

Gap between HOMO and LUMO (alpha / beta) in eV: 8.0313 / 8.7359
Spin multiplicity: 2

```
23
C6H15N2 (the ωB97M-V functional and the def2-TZVPD basis)
C 2.08 1.78 0.60
C 0.72 1.94 -0.05
C -0.04 0.64 -0.28
C 0.10 0.06 -1.56
N -0.96 -0.89 -1.98
C -0.54 -0.06 0.85
C -1.14 0.70 2.06
N -0.23 -3.44 0.08
H 1.87 1.19 1.63
H 2.71 1.15 0.08
H 0.82 2.40 -1.01
H 0.16 2.60 0.56
H 0.57 0.59 -2.45
H -1.55 -0.42 -2.66
H -1.50 -1.05 -1.21
H -0.66 -1.14 0.75
H -0.30 -4.45 -0.07
H -0.42 0.70 2.82
H -2.09 0.14 2.60
H -1.47 1.76 1.87
H 2.56 2.77 0.84
H 0.49 -3.24 0.76
H 0.06 -3.07 -0.91
```

=====

(2)
Formula: C6H15N2
Source: the OMol25 dataset
Level of theory: the ωB97M-V functional and the def2-TZVPD basis

Gap between HOMO and LUMO (alpha / beta) in eV: 4.0763 / 9.5645
Spin multiplicity: 2

```
23
C6H15N2 (the ωB97M-V functional and the def2-TZVPD basis)
C -1.35 -3.56 0.78
C -1.53 -2.08 0.92
C -0.69 -1.31 1.61
N -0.76 0.12 1.66
H -0.30 -3.84 0.88
H -1.94 -4.12 1.51
H -1.70 -3.89 -0.20
H -2.46 -1.65 0.57
H 0.24 -1.69 2.02
H -0.28 0.46 2.49
H -1.71 0.47 1.71
C 0.92 3.03 -0.61
C 1.29 1.72 -1.21
C 2.26 1.48 -2.10
N 0.29 0.70 -0.96
H 1.63 3.81 -0.87
H -0.08 3.33 -0.96
H 0.87 2.95 0.48
H 2.39 0.51 -2.55
H 2.95 2.26 -2.40
H -0.63 0.90 -1.53
H 0.00 0.63 0.04
H 0.57 -0.22 -1.29
```

=====

Short version: (2) is the least stable of them.

=====

(1)
Formula: C7H12NOS
Source: the OMol25 dataset
Level of theory: the ωB97M-V functional and the def2-TZVPD basis

Net charge: +1
Gap between HOMO and LUMO in eV: 7.6066

```
22
C7H12NOS (the ωB97M-V functional and the def2-TZVPD basis)
C -2.06 -0.21 -1.05
C -2.98 -1.23 -0.85
C -3.27 0.56 0.65
C 0.13 1.39 0.59
C 2.00 -2.09 -0.40
C -1.22 1.90 -0.03
C 1.91 0.19 0.29
N -2.25 0.78 -0.13
O 1.84 -0.66 -0.72
S -4.12 -0.86 0.42
H -1.25 0.08 -1.67
H -3.41 -1.99 -1.43
H -3.47 1.29 1.40
H 0.73 2.25 0.83
H 1.73 -0.28 1.28
H -0.16 0.84 1.51
H 2.38 -2.11 0.69
H 2.75 -2.35 -1.18
H 1.03 -2.57 -0.57
H -0.95 2.28 -1.05
H -1.63 2.37 0.88
H 2.49 1.09 0.02
```

=====

(2)
Formula: C7H12NOS
Source: the OMol25 dataset
Level of theory: the ωB97M-V functional and the def2-TZVPD basis

Net charge: +1
Gap between HOMO and LUMO in eV: 9.1996

```
22
C7H12NOS (the ωB97M-V functional and the def2-TZVPD basis)
O -1.73 2.68 1.06
S 0.51 0.59 -2.17
C 0.46 -0.50 0.21
C -0.30 0.28 -0.60
C 1.71 -0.59 -1.65
N 1.68 -0.99 -0.41
C 0.09 -0.86 1.66
C 2.40 -2.16 0.03
C -2.00 2.26 -0.28
C -1.79 0.75 -0.53
H -1.65 3.67 1.08
H 2.31 -1.03 -2.35
H 0.38 -0.18 2.47
H 0.34 -1.84 1.99
H -0.94 -0.85 1.70
H 1.68 -2.82 0.60
H 3.18 -1.90 0.66
H 2.72 -2.79 -0.84
H -2.99 2.58 -0.54
H -1.38 2.86 -0.93
H -2.32 0.58 -1.41
H -2.35 0.26 0.25
```

=====

Short version: (1) is the least stable of them.